No. 1
A structure of composition C15H19F5IrN5O3S2Te, computed with ωB97M-V/def2-TZVPD.

Results
E_HOMO (spin up / spin down), eV: -18.35 / -18.35
Energy relative to the best compared isomer or geometry (same formula, charge and spin), kJ/mol: 226.1
M, g/mol: 796.3
<S²>: 0.758
Charge: +3
Multiplicity: 2
Energy, hartree: -2749.40971

Geometry (Å):
Ir  -1.1342  -0.6680  -0.2060
Te  0.6224  -0.9222  2.5137
S  -1.0477  2.5309  0.1818
S  1.8064  -0.0398  -0.9292
F  -1.4887  -0.4527  1.7897
F  2.0174  -2.1149  2.8022
F  -0.1546  -2.4091  1.7407
F  0.1928  1.4324  1.1651
F  -0.0544  -1.5720  4.0906
O  0.6020  0.5493  -1.5371
O  1.3720  -1.1390  -0.0078
O  -1.8422  1.3443  -0.3334
N  -1.4981  -5.4820  -0.7836
N  -5.1581  -1.1458  -0.7663
N  -4.7304  -2.4142  -0.9121
N  -1.1501  -2.7191  -0.6558
N  -3.0450  -1.0223  -0.5260
C  -1.2222  3.7899  -1.0865
C  -4.1700  -0.2993  -0.5323
C  -0.1083  -3.5584  -0.5782
C  3.4105  0.7299  1.1125
C  -2.3808  -3.2902  -0.7741
C  -0.3048  -4.9348  -0.6456
C  4.1731  1.6792  1.7749
C  3.0270  2.3328  -0.6936
C  2.8256  1.0878  -0.1008
C  3.8222  3.2521  -0.0293
C  -1.8183  3.1908  1.6250
C  4.3753  2.9314  1.2064
C  -3.4463  -2.3072  -0.7551
C  2.7736  -0.7288  -2.2234
C  -2.5379  -4.6612  -0.8481
H  -1.2212  4.0364  1.9687
H  3.3589  -0.2856  1.4904
H  3.1800  0.1062  -2.7945
H  2.5689  2.5843  -1.6425
H  -2.2783  4.0636  -1.1416
H  2.1175  -1.3353  -2.8473
H  4.0103  4.2201  -0.4732
H  -1.8254  2.3968  2.3672
H  3.5770  -1.3212  -1.7854
H  4.9863  3.6594  1.7234
H  4.6295  1.4333  2.7242
H  -4.2692  0.7617  -0.3945
H  -0.8717  3.3498  -2.0176
H  0.5439  -5.6046  -0.5735
H  -2.8279  3.5053  1.3580
H  -3.5272  -5.0934  -0.9475
H  -6.1498  -0.9447  -0.8393
H  0.8734  -3.1380  -0.4644
H  -0.6032  4.6361  -0.7891

=====

No. 2
A structure of composition C15H19MoN5O2S, computed with ωB97M-V/def2-TZVPD.

Results
E_HOMO (spin up / spin down), eV: -21.73 / -21.39
M, g/mol: 429.4
<S²>: 2.034
Charge: +4
Multiplicity: 3
Energy, hartree: -1471.77536

Geometry (Å):
Mo  0.0471  0.0195  -0.7402
S  -1.0110  0.7679  1.3482
O  0.4072  -3.0349  0.7810
O  3.0490  0.8936  0.6324
N  -2.1456  4.4719  0.1840
N  -0.6849  -0.9649  3.3531
N  -4.9065  0.1339  0.2753
N  0.7078  0.8903  3.4369
N  3.2765  -2.2289  -1.7617
C  0.3983  -1.0876  -2.5421
C  -4.8581  -1.0257  0.3164
C  -4.9173  -2.4783  0.3960
C  1.1560  0.0876  -2.5555
C  0.3212  -2.0164  0.2539
C  2.0613  0.5536  0.1544
C  5.1380  -3.3512  -0.3490
C  0.5437  1.3251  -2.3132
C  -0.8358  1.3806  -2.0601
C  -0.9832  -1.0375  -2.2963
C  -1.6042  0.1986  -2.0640
C  0.2628  5.4819  0.4076
C  -1.0479  4.8412  0.2767
C  -0.2335  0.1582  2.7759
C  4.0551  -2.6911  -1.0408
H  -1.5363  -1.9733  -2.2353
H  0.6977  5.2145  1.3850
H  1.0896  1.7138  2.9693
H  -5.9494  -2.8315  0.5906
H  4.9937  -4.4399  -0.4280
H  -1.4206  -1.5050  2.9027
H  6.0889  -3.0600  -0.8241
H  5.1472  -3.0545  0.7063
H  -2.6626  0.2151  -1.8275
H  -4.2459  -2.8224  1.2015
H  0.5002  1.0445  4.4215
H  2.2325  0.0130  -2.6662
H  0.9259  -2.0369  -2.6240
H  0.9392  5.0935  -0.3728
H  -4.5504  -2.9002  -0.5557
H  -1.2955  2.3362  -1.8524
H  0.1809  6.5826  0.3187
H  1.1457  2.2269  -2.3126
H  -0.4770  -1.1035  4.3339

=====

No. 3
An isolated molecule of C15H19N3O, computed with ωB97M-V/def2-TZVPD.

Results
E_HOMO, eV: -8.84
Energy relative to the best compared isomer or geometry (same formula, charge and spin), kJ/mol: 532.7
M, g/mol: 257.3
Structure (SMILES): CC(C)(C)C(=O)CCc1cnnn1-c1ccccc1
Multiplicity: 1
Energy, hartree: -822.35939

Geometry (Å):
O  2.6495  -0.2798  0.4248
N  -2.9033  0.8522  3.1139
N  -1.9945  -0.7867  1.9317
N  -3.0596  -0.3035  2.6255
C  -0.9678  0.1447  2.2094
C  -1.6085  1.1509  2.8376
C  -3.3178  -2.6198  1.0767
C  1.9947  0.6231  0.0001
C  3.3363  0.7675  -2.2728
C  0.5024  0.1398  2.0130
C  0.7915  1.0834  0.9134
C  -2.2021  -1.7412  0.9271
C  -2.9470  -3.6353  -1.1045
C  0.9969  1.8878  -2.0464
C  2.3308  1.4944  -1.2634
C  -1.3689  -2.0563  -0.2308
C  2.9256  2.9037  -0.8480
C  -3.7159  -3.5475  0.0655
C  -1.8181  -2.8375  -1.2400
H  4.3248  0.4712  -1.8287
H  3.3046  3.5438  -1.6805
H  3.5587  1.4234  -3.1009
H  -4.0255  -2.7072  1.9554
H  0.8140  -0.9377  1.8892
H  0.3723  2.6281  -1.4310
H  -4.5450  -4.2897  0.0464
H  -1.0729  2.0801  3.1376
H  1.1470  0.5371  2.7638
H  -0.0970  1.2100  0.2262
H  0.3217  1.0197  -2.2280
H  -0.3941  -1.6176  -0.0586
H  -3.2948  -4.1565  -1.9873
H  3.7197  2.6578  -0.0846
H  2.9373  -0.2672  -2.5585
H  1.0031  2.1445  1.2761
H  -1.2562  -2.7616  -2.2301
H  1.3767  2.2880  -2.9619
H  2.1816  3.4939  -0.2773

=====

No. 4
An isolated molecule of C15H19N3O2, computed with ωB97M-V/def2-TZVPD.

Results
E_HOMO, eV: -9.05
Energy relative to the best compared isomer or geometry (same formula, charge and spin), kJ/mol: 126.6
M, g/mol: 273.3
Structure (SMILES): CC(C)CNC(=O)CCc1nc(-c2ccccc2)no1
Multiplicity: 1
Energy, hartree: -897.74553

Geometry (Å):
O  -2.4659  -0.8621  -1.6123
O  1.7697  1.4174  -0.7458
N  3.0790  1.5957  -0.4214
N  2.6652  -0.5779  -0.6665
N  -3.0323  -0.5621  0.5521
C  6.7335  -1.5050  0.2424
C  -5.0409  1.4989  -0.2685
C  4.9753  0.0998  -0.0701
C  3.5913  0.3921  -0.3824
C  -6.7944  -0.0497  0.6425
C  1.5805  0.0957  -0.8812
C  0.2390  -0.4310  -1.2101
C  5.4144  -1.2220  -0.0570
C  7.1823  0.8394  0.5154
C  -4.4391  -0.8518  0.3948
C  7.6177  -0.4771  0.5287
C  5.8658  1.1326  0.2174
C  -5.3261  0.3606  0.7066
C  -0.7481  -0.1471  -0.0746
C  -2.1608  -0.5618  -0.4799
H  5.5074  2.1499  0.2012
H  -5.6583  2.3634  -0.0362
H  -0.4512  -0.6846  0.8283
H  -4.7089  -1.6867  1.0511
H  7.0751  -2.5296  0.2527
H  -7.0056  -0.8446  1.3543
H  4.7106  -2.0078  -0.2834
H  7.8743  1.6381  0.7383
H  -0.7542  0.9236  0.1475
H  -5.1002  0.7010  1.7250
H  -7.0425  -0.4055  -0.3546
H  -0.1328  0.0437  -2.1207
H  0.3183  -1.5033  -1.3839
H  -3.9969  1.7995  -0.2189
H  -2.7244  -0.2613  1.4633
H  -7.4350  0.7975  0.8743
H  -5.2543  1.1830  -1.2867
H  8.6482  -0.7015  0.7624
H  -4.5757  -1.1595  -0.6441

=====

No. 5
An isolated molecule of C15H19N3O2, computed with ωB97M-V/def2-TZVPD.

Results
E_HOMO, eV: -9.09
Energy relative to the best compared isomer or geometry (same formula, charge and spin), kJ/mol: 49.9
M, g/mol: 273.3
Structure (SMILES): CC(C)[C@@H](C)NC(=O)COc1ncnc2ccccc12
Multiplicity: 1
Energy, hartree: -897.77474

Geometry (Å):
O  -0.7693  -0.2889  -1.5327
O  1.0152  -3.1722  -1.2393
N  0.9628  -1.6172  0.4408
N  -1.3155  2.6360  1.2374
N  -1.0264  0.3630  0.6574
C  3.3019  -2.4162  0.3723
C  -0.9977  3.7284  -2.7519
C  -0.9043  2.4016  -2.4231
C  -1.0094  2.0129  -1.0788
C  -1.2171  1.3777  1.5184
C  -1.1969  4.6964  -1.7572
C  2.1429  -1.9277  1.2344
C  -1.2102  2.9875  -0.0687
C  -0.8402  -1.6533  -1.1392
C  -0.9317  0.6617  -0.6221
C  0.5058  -2.2439  -0.6513
C  0.7965  -2.2465  3.3455
C  -1.3020  4.3409  -0.4384
C  1.7997  -2.8953  2.3907
C  1.2631  -4.2360  1.8996
H  -0.7500  1.6421  -3.1738
H  0.3365  -0.9240  0.8441
H  2.4435  -0.9749  1.6935
H  2.7320  -3.0712  2.9386
H  3.5610  -1.6557  -0.3608
H  0.3415  -4.1004  1.3389
H  -0.9184  4.0373  -3.7834
H  0.6367  -2.8850  4.2111
H  -1.2677  5.7359  -2.0418
H  -1.2907  1.0881  2.5591
H  3.0358  -3.3212  -0.1620
H  -0.1625  -2.0975  2.8542
H  1.9811  -4.7342  1.2557
H  1.0554  -4.8845  2.7481
H  -1.4545  5.0715  0.3397
H  4.1686  -2.6064  1.0002
H  -1.5924  -1.7744  -0.3516
H  -1.1389  -2.1983  -2.0371
H  1.1606  -1.2825  3.6959

=====

No. 6
A structure of composition C15H19N3O3, computed with ωB97M-V/def2-TZVPD.

Results
E_HOMO, eV: -8.48
Energy relative to the best compared isomer or geometry (same formula, charge and spin), kJ/mol: 1787.1
M, g/mol: 289.3
Multiplicity: 1
Energy, hartree: -972.35406

Geometry (Å):
O  1.6888  -1.7056  0.0201
O  3.0013  -2.1270  1.8236
O  -0.3769  3.0526  0.5374
N  -1.2806  0.9167  1.0857
N  2.7585  -1.5201  0.8201
N  -3.4952  -0.6748  0.3194
C  -0.1574  1.6245  0.7820
C  -4.4336  -1.4478  -0.6540
C  3.3491  0.7148  -0.2927
C  -2.5853  1.4627  1.1244
C  3.8368  -0.4961  0.1403
C  -2.0652  -1.1487  0.1781
C  5.5727  1.0150  -0.7811
C  5.0328  -1.0365  0.2994
C  1.0361  1.1039  0.6765
C  1.9862  0.9564  -0.3710
C  -3.5209  0.7279  0.2990
C  -1.2867  -0.5882  1.3326
C  6.0640  -0.3193  -0.2819
C  4.3057  1.4139  -1.0303
C  -4.2893  -1.1750  -1.9419
H  -2.1172  -2.0872  0.1306
H  1.6491  1.5408  -1.1088
H  6.3823  1.8625  -1.5955
H  -0.1645  -0.8889  1.0977
H  -3.2426  -1.5138  -2.3956
H  5.3279  -1.8222  0.7065
H  -3.0303  1.1173  2.2220
H  -1.6827  -0.8603  -0.9903
H  -2.4451  2.7284  1.1866
H  7.0019  -0.4036  -0.1552
H  -4.4544  1.2476  0.4961
H  1.4699  0.6604  1.6557
H  -1.6165  -1.0087  2.1690
H  -2.9980  1.1912  -1.0113
H  -5.1013  -1.7554  -2.5159
H  -5.5397  -0.7313  -0.0947
H  4.1095  2.4021  -1.3363
H  -4.4497  -2.2790  -0.1884
H  -4.2393  -0.1493  -2.3582